# H20N2O11

10 unconnected molecules or ions with the total composition H20N2O11 in a non-equilibrium geometry (the ωB97M-V functional and the def2-TZVPD basis, the OMol25 dataset).

Geometry as XYZ:
```
33
Properties=species:S:1:pos:R:3:lowdin_charge:R:1
O -1.428 -2.189 -2.996 -0.0863
O -2.163 0.952 2.304 -0.0303
O 0.208 1.092 -1.394 -0.0127
O -0.221 -0.975 -0.933 -0.0365
O -0.137 -1.202 2.956 -0.0309
O -0.430 3.067 1.294 -0.0507
O 0.374 0.274 0.627 -0.0178
O 2.079 3.242 0.193 -0.0141
O 0.996 1.866 3.450 -0.0712
O 1.660 2.372 -3.285 -0.0509
O 1.430 -1.774 -3.055 -0.0395
N 0.102 0.120 -0.574 -0.5333
N -1.981 -3.852 0.103 0.3595
H -1.280 -1.490 -2.317 0.0071
H 2.553 2.261 -2.899 0.0486
H -1.608 -3.381 0.963 0.1816
H -0.314 2.368 0.677 -0.0191
H -1.798 1.540 1.664 -0.0186
H 1.108 1.929 -2.686 -0.0672
H 2.101 -2.133 -2.465 0.0419
H 0.698 -1.638 -2.495 -0.0643
H -1.062 -1.863 -3.814 0.0396
H -2.029 -4.833 0.274 0.1439
H 0.223 -1.096 2.068 0.0040
H 1.731 2.565 -0.380 0.0074
H -1.440 -3.661 -0.750 0.1485
H 0.347 2.242 2.825 -0.0031
H 0.317 3.660 1.182 0.0419
H 2.732 2.842 0.726 0.0268
H -2.849 -3.417 0.086 0.1244
H 1.749 1.554 2.925 0.0298
H 0.092 -0.546 3.520 -0.0337
H -1.757 0.105 2.205 -0.0247
```

Summary:
* ΔE to the lowest compared entry with this formula, charge and spin: 0.0 kcal/mol
* charge: 0
* gap between HOMO and LUMO: 8.5 eV

# C20H43AlCl34FS

A molecular structure, C20H43AlCl34FS in a non-equilibrium geometry (the ωB97M-V functional and the def2-TZVPD basis, the OMol25 dataset).

Geometry as XYZ:
```
100
Properties=species:S:1:pos:R:3:lowdin_charge:R:1
Cl -0.812 -2.470 -1.602 0.4875
Cl 1.241 1.669 -5.622 0.5102
Cl 1.958 -4.852 6.877 0.5096
Cl 4.732 -0.431 -6.918 0.4763
Cl -6.819 -3.217 -6.149 0.5032
Cl 3.999 -0.249 -4.076 0.4913
Cl 4.612 -3.592 4.813 0.5562
Cl 3.021 5.603 -2.848 0.5238
Cl -1.380 9.043 5.960 0.5037
Cl 2.270 9.609 4.255 0.5136
Cl -1.309 10.847 2.083 0.5085
Cl -7.625 -3.454 -3.339 0.4946
Cl -3.708 -0.909 9.636 0.4918
Cl 2.297 8.978 1.391 0.4943
Cl -0.686 6.805 4.186 0.5827
Cl -4.418 -0.252 1.547 0.5112
Cl -0.261 -6.362 -5.041 0.5085
Cl -3.113 -5.812 -4.655 0.4845
Cl 0.877 7.371 -1.899 0.4982
Cl 2.579 -2.295 1.937 0.4988
Cl 3.518 -5.014 1.443 0.4542
Cl -2.943 -4.729 0.269 0.5290
Cl -3.351 -0.827 6.722 0.5032
Cl -8.659 -7.564 -9.413 0.5052
Cl 0.722 -2.128 -4.050 0.5119
Cl -0.682 -3.644 6.585 0.5267
Cl -1.113 13.189 3.838 0.4956
Cl -2.999 0.058 -1.003 0.5063
Cl -4.339 -3.921 -2.191 0.5296
Cl 6.217 -5.930 4.058 0.5017
Cl 4.407 -7.503 -1.968 0.4935
Cl -7.629 -6.779 -6.782 0.5445
Cl 0.047 4.363 -5.670 0.5233
Cl 5.461 -4.841 -1.327 0.5223
S 3.325 0.714 -0.508 0.1943
Al 3.237 1.204 1.766 -0.0620
F 1.468 3.709 3.343 -0.1458
C -6.785 -4.221 -4.694 -1.0647
C 1.518 6.440 -3.260 -1.0500
C -7.894 -6.288 -8.460 -1.0196
C 0.791 3.542 0.947 -0.0772
C 1.543 3.406 -5.711 -1.0010
C 4.032 -1.263 -5.514 -1.0475
C 0.333 -1.430 -2.464 -0.9735
C 3.966 -3.302 1.580 -1.0538
C 1.047 -3.468 6.258 -1.0027
C -3.796 -1.053 0.103 -1.0743
C -1.932 7.960 4.675 -0.9987
C 0.742 2.866 2.377 -0.4135
C -1.470 -5.525 -4.062 -1.0338
C -0.247 11.832 3.101 -1.0398
C 5.816 -6.432 -1.998 -1.0254
C 1.977 8.367 3.021 -1.0219
C -4.406 -4.885 -0.717 -0.9788
C -3.461 -1.849 8.155 -1.0515
C 5.099 -5.233 5.240 -1.0255
C 1.317 1.406 2.444 -0.2937
H 4.399 -2.980 0.636 0.0058
H -4.634 -1.505 -0.420 -0.0017
H 1.205 -3.381 5.187 0.0234
H 4.633 -2.143 -5.305 0.0236
H 4.688 -3.200 2.379 -0.0488
H 2.168 3.710 -4.877 -0.0061
H -8.541 -5.416 -8.462 0.0254
H 3.987 2.620 1.978 -0.1082
H -5.254 -4.556 -0.123 0.0307
H -4.304 -2.524 8.035 0.0246
H -1.274 -4.461 -4.101 -0.0183
H 1.400 -2.578 6.769 0.0334
H 2.636 7.526 3.211 0.0362
H 1.237 -1.316 -1.869 0.0085
H -1.403 -5.887 -3.040 0.0263
H 4.207 -5.853 5.283 -0.0028
H -2.198 8.563 3.812 -0.0074
H -4.521 -5.928 -0.999 0.0280
H -3.076 -1.809 0.404 -0.0216
H 5.593 -5.206 6.207 0.0248
H 4.024 0.037 2.528 -0.1352
H -0.347 2.847 2.751 0.1254
H 1.045 4.649 1.051 0.0771
H 1.722 7.132 -4.072 0.0236
H 2.185 1.117 -1.112 -0.2778
H -0.137 -0.466 -2.638 0.0214
H 0.148 11.201 3.887 -0.0459
H 0.558 12.223 2.487 0.0277
H 0.638 0.737 1.840 0.0496
H -2.534 -2.405 8.253 -0.0290
H -5.748 -4.386 -4.412 -0.0534
H -7.275 -5.161 -4.923 -0.0563
H -2.793 7.404 5.036 0.0249
H 0.935 8.070 3.089 -0.0782
H -6.931 -6.052 -8.902 0.0296
H 3.013 -1.548 -5.759 -0.0160
H 6.605 -6.887 -1.407 0.0233
H 1.247 1.046 3.522 0.0538
H -0.203 3.435 0.391 0.0802
H 2.043 3.598 -6.656 0.0272
H 0.795 5.695 -3.587 -0.0417
H 6.133 -6.311 -3.030 0.0214
H 1.599 3.088 0.284 0.0373
```

Summary:
* charge: -1
* gap between HOMO and LUMO: 6.6 eV

# C2H5N2

A molecular structure, C2H5N2 in a non-equilibrium geometry (the ωB97M-V functional and the def2-TZVPD basis, the OMol25 dataset).

Geometry as XYZ:
```
9
Properties=species:S:1:pos:R:3:lowdin_charge:R:1
N 0.498 0.565 -0.415 0.0176
N -0.905 -0.730 0.155 0.0982
C -0.652 0.175 -0.804 -0.1884
C 0.551 -0.312 0.739 -0.0328
H 0.272 0.086 1.738 0.1487
H 2.062 1.853 -0.992 0.4902
H 1.239 -1.121 0.475 0.1339
H -1.733 -1.038 0.705 0.1704
H -1.331 0.523 -1.602 0.1622
```

Summary:
* ΔE to the lowest compared entry with this formula, charge and spin: 129.4 kcal/mol
* charge: +1
* gap between HOMO and LUMO (spin up / spin down): 6.9 / 6.9 eV

# C2H8N2PS

A gas-phase ion, C2H8N2PS (charge +1) in a non-equilibrium geometry (the ωB97M-V functional and the def2-TZVPD basis, the OMol25 dataset).

Geometry as XYZ:
```
14
Properties=species:S:1:pos:R:3:lowdin_charge:R:1
S 1.842 0.910 0.019 1.0440
P -2.496 0.142 -0.166 0.8967
N -0.758 0.030 0.130 -0.2506
N -0.346 2.341 0.033 0.1067
C 2.168 -0.833 -0.338 -0.3455
C 0.144 1.080 0.117 -0.6810
H -2.634 1.605 -0.475 -0.0653
H -0.344 -0.758 -0.255 0.0255
H -1.363 2.468 0.124 0.0638
H 2.256 -1.439 0.573 0.0635
H 3.165 -0.784 -0.648 0.0157
H -2.923 0.237 1.181 -0.0879
H 1.593 -1.476 -1.048 0.0843
H 0.288 3.138 -0.031 0.1301
```

Summary:
* ΔE to the lowest compared entry with this formula, charge and spin: 11.5 kcal/mol
* charge: +1
* gap between HOMO and LUMO: 10.2 eV

# C14H28Br2INPtSi2Te

A molecular structure, C14H28Br2INPtSi2Te in a non-equilibrium geometry (the ωB97M-V functional and the def2-TZVPD basis, the OMol25 dataset).

Geometry as XYZ:
```
50
Properties=species:S:1:pos:R:3:lowdin_charge:R:1
Pt 0.225 1.532 0.638 0.4121
I 2.285 5.448 4.788 1.0053
Te -0.184 -0.139 -1.265 1.3434
Br 2.714 2.068 -0.669 0.7300
Br 0.330 4.138 -0.603 0.7126
Si 1.695 -2.407 -2.821 0.4007
Si -3.131 -0.501 0.211 0.3899
N 0.752 2.039 2.689 -0.1194
C 1.239 3.249 3.042 -0.2069
C 3.035 -3.604 -2.434 -0.1683
C -1.427 -1.325 -0.025 -0.5188
C 2.166 3.875 -1.094 -0.9207
C -2.718 1.080 1.141 -0.1413
C -3.829 -0.184 -1.469 -0.1772
C 0.883 1.353 4.963 -0.0198
C 0.053 -3.223 -3.121 -0.1857
C 1.371 2.602 5.327 -0.0813
C 0.581 1.104 3.647 -0.1197
C 1.544 -1.344 -1.178 -0.5397
C 1.556 3.562 4.347 -0.7175
C -4.181 -1.634 1.207 -0.1617
C 2.075 -1.158 -4.131 -0.1776
H -0.213 -3.901 -2.300 0.0450
H -1.484 -2.310 -0.503 0.0328
H 3.254 -4.236 -3.309 0.0563
H 0.197 0.142 3.335 0.1126
H 1.465 -1.986 -0.298 0.0279
H 0.098 -3.824 -4.037 0.0536
H 1.599 2.821 6.362 0.1196
H 2.168 -1.636 -5.114 0.0537
H 2.262 4.022 -2.157 0.0226
H -4.269 -2.605 0.703 0.0539
H -5.196 -1.223 1.316 0.0577
H -3.937 -1.133 -2.009 0.0561
H 0.729 0.579 5.704 0.1291
H 1.282 -0.410 -4.214 0.0238
H -2.735 0.930 2.225 0.0544
H 3.021 -0.642 -3.927 0.0456
H -0.761 -2.503 -3.260 0.0201
H -4.827 0.268 -1.403 0.0553
H -1.678 1.471 0.876 -0.0685
H -3.397 1.906 0.903 0.0644
H 1.368 3.982 2.260 0.0645
H -3.774 -1.799 2.212 0.0482
H -3.213 0.486 -2.075 0.0212
H -0.900 -1.423 0.932 0.0239
H 3.962 -3.089 -2.153 0.0480
H 2.433 -0.711 -1.123 -0.0305
H 2.737 -4.264 -1.610 0.0485
H 2.778 4.556 -0.527 0.0219
```

Summary:
* ΔE to the lowest compared entry with this formula, charge and spin: 44.9 kcal/mol
* charge: +2
* gap between HOMO and LUMO (spin up / spin down): 5.4 / 5.4 eV

# C6H10O

3 unconnected molecules or ions with the total composition C6H10O (the ωB97M-V functional and the def2-TZVPD basis, the OMol25 dataset).

Geometry as XYZ:
```
17
Properties=species:S:1:pos:R:3:lowdin_charge:R:1
O 1.157 1.438 0.168 -0.1278
C -1.901 0.256 -0.166 -0.0959
C -0.714 0.282 -1.084 -0.0655
C 0.545 0.295 0.091 -0.7310
C -0.161 -0.230 1.359 -0.1017
C -1.628 -0.021 1.105 -0.0803
C 1.194 -0.662 -0.782 0.0812
H 0.060 -1.289 1.558 0.1187
H -0.794 -0.528 -1.820 0.1086
H 0.213 0.352 2.205 0.1230
H -0.545 1.218 -1.618 0.1237
H 1.606 -0.282 -1.712 0.0961
H -2.897 0.428 -0.567 0.1062
H 2.496 0.682 0.158 0.1242
H 2.766 -0.110 -0.040 0.1110
H -2.377 -0.096 1.888 0.1044
H 0.982 -1.731 -0.745 0.1053
```

Summary:
* ΔE to the lowest compared entry with this formula, charge and spin: 109.6 kcal/mol
* charge: 0
* gap between HOMO and LUMO: 9.3 eV